# 1
Formula: C19H24ClN3O5
Source: OMol25
Level of theory: ωB97M-V/def2-TZVPD

The HOMO energy comes out at -0.3034 Ha. As for the LUMO energy: 0.0280 Eh. Its net charge is 0. The SMILES is COCCN1CCN(C(=O)c2cc(COc3ccc(Cl)cc3OC)on2)CC1.

Last column: Mulliken charge in e.
Geometry (Å):
1 C -5.97381 -1.73380 -1.10458  -0.71
2 O -5.21453 -1.82060 0.07361  -0.33
3 C -4.95201 -3.13563 0.51130  -0.45
4 C -3.83865 -3.87023 -0.26520  -1.10
5 N -2.49191 -3.36716 -0.11158  0.07
6 C -1.94823 -3.46842 1.22869  -0.53
7 C -0.43904 -3.22833 1.16359  -1.25
8 N -0.18076 -1.92363 0.59161  0.12
9 C 0.37353 -0.96891 1.36062  0.47
10 O 0.75507 -1.18517 2.50274  -0.73
11 C 0.55563 0.39927 0.80486  0.93
12 N 0.66932 0.73360 -0.45942  -0.67
13 O 0.91853 2.06088 -0.50709  -0.10
14 C 0.96603 2.55162 0.73842  0.60
15 C 0.73878 1.53989 1.62754  -0.87
16 H 0.71353 1.57149 2.69474  0.49
17 C 1.27170 4.00081 0.93994  -0.62
18 O 1.87488 4.61749 -0.17153  -0.46
19 C 2.97731 4.07751 -0.77618  0.20
20 C 3.24411 4.59089 -2.04028  -0.64
21 C 4.32615 4.16959 -2.78789  -0.65
22 C 5.15653 3.20144 -2.25707  0.01
23 C 4.92131 2.67223 -0.99952  -0.53
24 C 3.84296 3.10651 -0.23808  1.18
25 O 3.58722 2.63486 1.01979  -0.31
26 C 4.27058 1.48579 1.46761  -1.08
27 H 3.78475 1.20356 2.40051  0.27
28 H 4.17945 0.66285 0.75309  0.44
29 H 5.32704 1.69684 1.65723  0.37
30 H 5.59541 1.92571 -0.61402  0.47
31 Cl 6.51624 2.63561 -3.16125  -0.23
32 H 4.51310 4.57988 -3.76641  0.42
33 H 2.56660 5.33520 -2.42598  0.42
34 H 1.88478 4.10552 1.84383  0.27
35 H 0.33846 4.55981 1.08251  0.35
36 C -0.76420 -1.77462 -0.71913  -1.01
37 H -0.55526 -0.78156 -1.11130  0.55
38 C -2.27212 -2.03344 -0.64085  -0.36
39 H -2.69742 -1.97856 -1.64443  0.40
40 H -2.74407 -1.25715 -0.01806  0.30
41 H -0.31047 -2.52213 -1.37864  0.26
42 H 0.00244 -3.25806 2.16065  0.49
43 H 0.02434 -3.98901 0.52800  0.33
44 H -2.14271 -4.47108 1.61517  0.47
45 H -2.38926 -2.72989 1.91941  0.32
46 H -4.07129 -3.85576 -1.33359  0.42
47 H -3.83923 -4.91337 0.06443  0.42
48 H -5.87063 -3.73905 0.45932  0.41
49 H -4.66429 -3.03644 1.56089  0.35
50 H -6.92432 -2.27221 -1.00137  0.31
51 H -6.17294 -0.67545 -1.26158  0.25
52 H -5.43861 -2.12919 -1.97508  0.28



# 2
Formula: C38H42AuBN11O3
Source: OMol25
Level of theory: ωB97M-V/def2-TZVPD

The HOMO energy (spin up / spin down) comes out at -0.4766 / -0.4766 Ha. As for the LUMO energy (spin up / spin down): -0.2529 / -0.3295 Eh. As for the multiplicity: 2. As for the expectation value of S²: 0.77. Its net charge is +2.

Last column: Mulliken charge in e.
Geometry (Å):
1 Au 0.04567 0.97004 -0.46021  1.88
2 C -1.39633 -0.54516 2.70719  -0.95
3 C -0.32953 0.47434 2.82749  0.40
4 C 0.29307 0.93394 3.99129  -1.89
5 C 1.24067 1.84094 3.56599  0.24
6 N 1.17727 1.92334 2.22599  0.64
7 N 0.22667 1.09474 1.79019  0.04
8 B 2.02067 2.81664 1.26699  0.20
9 N 1.06987 3.68174 0.39069  1.40
10 C 0.94967 5.02104 0.32479  0.04
11 C 0.11637 5.33444 -0.72561  -1.52
12 C -0.25673 4.11164 -1.28901  0.32
13 C -1.06873 3.86934 -2.50521  -1.18
14 N 0.32287 3.14474 -0.58341  -0.87
15 N 2.84237 1.91984 0.31459  0.92
16 C 4.16777 1.72754 0.16979  0.16
17 C 4.40147 1.08024 -1.02271  -1.77
18 C 3.13367 0.89984 -1.58691  0.28
19 C 2.77967 0.36744 -2.92451  -1.14
20 N 2.21707 1.37124 -0.74991  -0.17
21 N 2.79057 3.76494 2.16599  0.54
22 C 4.08237 4.05484 2.44699  -0.01
23 C 4.10687 4.96194 3.47639  -1.39
24 C 2.74447 5.22014 3.77399  0.76
25 C 2.17497 6.14054 4.77549  -1.26
26 N 1.99887 4.49464 2.96689  -1.24
27 H -1.74733 -0.81876 3.69649  0.48
28 H -2.22873 -0.16106 2.12419  0.11
29 H -1.01663 -1.43776 2.21399  0.11
30 H 0.06347 0.64834 4.99689  0.54
31 H 1.94397 2.40644 4.14199  0.57
32 H 1.42627 5.68464 1.01589  0.60
33 H -0.18843 6.30464 -1.05341  0.52
34 H -1.37563 4.81624 -2.93941  0.42
35 H -0.47473 3.32504 -3.23721  0.24
36 H -1.95923 3.28314 -2.29111  0.19
37 H 4.87437 2.00674 0.92099  0.60
38 H 5.34837 0.80564 -1.44231  0.50
39 H 3.62457 -0.15646 -3.36241  0.38
40 H 1.92057 -0.29466 -2.85941  -0.01
41 H 2.51167 1.19134 -3.58811  0.35
42 H 4.90767 3.62004 1.93009  0.36
43 H 4.95747 5.42194 3.93119  0.50
44 H 2.95947 6.66344 5.31279  0.38
45 H 1.51837 6.86154 4.29179  0.29
46 H 1.57037 5.58354 5.49079  0.29
47 C -2.37863 -3.39746 -3.25331  -0.36
48 O -3.21373 -3.59606 -2.12271  -0.37
49 C -2.81963 -4.62776 -1.28941  0.81
50 C -3.57963 -5.78816 -1.30111  -0.63
51 C -3.24893 -6.86226 -0.49691  -0.58
52 C -2.13323 -6.78006 0.32459  -0.77
53 C -1.37513 -5.62836 0.34939  -1.10
54 C -1.70643 -4.52606 -0.44241  0.22
55 N -0.82843 -3.42766 -0.37711  0.92
56 C -0.97683 -2.08066 -0.50131  -0.89
57 N -2.23293 -1.60576 -0.63511  0.48
58 C -2.76033 -0.34406 -0.51371  -0.50
59 C -2.04303 0.83864 -0.36501  -0.15
60 C -2.72913 2.01374 -0.13601  -0.72
61 C -4.12283 2.05864 -0.13201  -1.33
62 C -4.85543 0.90354 -0.32161  -0.45
63 C -4.20033 -0.31016 -0.49841  1.24
64 O -4.79503 -1.50576 -0.61811  -0.38
65 C -6.19993 -1.61156 -0.47751  -0.96
66 N 0.06557 -1.29796 -0.38001  0.00
67 C 1.36837 -1.76806 -0.34861  0.40
68 C 2.21667 -1.37846 0.68779  -0.22
69 C 3.53787 -1.76546 0.70589  -0.76
70 C 4.03417 -2.56256 -0.31991  -1.09
71 C 3.22347 -2.93896 -1.37081  -1.22
72 C 1.89487 -2.53216 -1.42891  0.82
73 O 1.02257 -2.79576 -2.42981  0.00
74 C 1.45827 -3.28736 -3.68901  -0.97
75 H -2.83273 -2.58726 -3.81771  0.29
76 H -2.33883 -4.29786 -3.86881  0.37
77 H -1.36503 -3.12206 -2.95511  -0.11
78 H -4.42413 -5.82276 -1.97171  0.52
79 H -3.83933 -7.76346 -0.52771  0.45
80 H -1.84963 -7.61446 0.94419  0.44
81 H -0.51223 -5.56316 0.99599  0.54
82 H 0.10097 -3.69026 -0.07041  0.41
83 H -2.95553 -2.30216 -0.86001  -0.01
84 H -2.18443 2.92834 0.02569  0.86
85 H -4.61983 3.00594 0.01169  0.50
86 H -5.93233 0.94374 -0.31751  0.57
87 H -6.42723 -2.67606 -0.47901  0.29
88 H -6.71753 -1.13226 -1.31211  0.38
89 H -6.52443 -1.17316 0.46869  0.41
90 H 1.80477 -0.79266 1.49109  0.36
91 H 4.17977 -1.46476 1.51729  0.53
92 H 5.05197 -2.91486 -0.28971  0.45
93 H 3.63757 -3.55436 -2.15221  0.36
94 H 0.76497 -4.07736 -3.97811  0.27
95 H 2.47407 -3.67466 -3.67911  0.48
96 H 1.39907 -2.47896 -4.42121  0.30



# 3
Formula: C6H15BF4InN3O8
Source: OMol25
Level of theory: ωB97M-V/def2-TZVPD

The HOMO energy (spin up / spin down) comes out at -0.4922 / -0.4929 Ha. As for the LUMO energy (spin up / spin down): -0.3538 / -0.3058 Eh. As for the multiplicity: 2. As for the expectation value of S²: 1.77. Its net charge is +1.

Last column: Mulliken charge in e.
Geometry (Å):
1 In 0.00135 -1.02876 0.77363  1.55
2 N 3.93521 -0.47247 1.61638  0.96
3 O 4.69475 0.20363 0.97413  -0.37
4 O 2.73501 -0.30044 1.46957  -0.33
5 O 4.32467 -1.44268 2.29827  -0.30
6 N -0.96116 1.57854 3.94880  0.92
7 O -2.08739 1.55279 4.45307  -0.35
8 O -0.03630 2.19975 4.47845  -0.28
9 O -0.56422 0.76899 3.09972  -0.32
10 B -3.18454 -1.95462 2.74930  0.43
11 F -4.27589 -1.19347 3.06646  -0.33
12 F -2.34279 -1.99200 3.76557  -0.34
13 F -3.48347 -3.25306 2.52170  -0.38
14 F -2.70342 -1.42781 1.54015  -0.31
15 C 1.47401 2.72600 1.22416  -0.82
16 O 1.21363 1.73153 0.22013  -0.10
17 C 1.81689 2.17202 -1.03191  -0.72
18 C 1.61612 1.06997 -2.17551  -0.91
19 N 0.24280 0.40256 -2.02590  -0.10
20 C 0.12547 -0.55130 -3.15869  -0.71
21 C -1.18476 -1.27417 -2.86844  -0.60
22 O -1.12521 -2.00114 -1.61564  -0.26
23 C -2.39357 -2.65776 -1.53925  -0.82
24 H 2.03171 2.32438 2.07019  0.23
25 H 0.50251 3.08773 1.56101  0.24
26 H 1.95700 3.62355 0.83785  0.43
27 H 2.89442 2.27867 -0.90678  0.45
28 H 1.43917 3.12356 -1.40609  0.48
29 H 2.36316 0.27963 -2.10200  0.45
30 H 1.80052 1.40732 -3.19545  0.45
31 H -0.34648 1.14436 -2.37602  0.24
32 H 1.02967 -1.13417 -3.33416  0.44
33 H -0.13514 -0.19352 -4.15478  0.35
34 H -1.23554 -1.99089 -3.68810  0.40
35 H -2.01617 -0.56931 -2.87211  0.38
36 H -3.16714 -1.90490 -1.38793  0.38
37 H -2.30105 -2.97150 -0.49949  0.27
38 H -2.65383 -3.36102 -2.33032  0.34